19
Properties=species:S:1:pos:R:3:mulliken_charge:R:1 method="wB97M-V/def2-TZVPD" charge=+1 e_tot_ha=-269.46016 de_lowest_kcal_mol=25.4
C -1.19 1.55 0.52 -1.2068
C 0.10 0.87 0.87 0.8987
C 1.23 1.06 0.16 -1.4031
N 0.07 0.14 2.05 -0.5071
H -1.43 2.31 1.25 0.3809
H -2.02 0.83 0.53 0.3732
H -1.12 2.03 -0.45 0.3026
H 2.17 0.63 0.48 0.3214
H 1.28 1.80 -0.62 0.4107
H -0.82 -0.29 2.27 0.2629
H 0.85 -0.48 2.20 0.2357
C -0.01 -2.26 -1.30 -0.7656
N -0.02 -0.86 -1.82 -0.1848
H -0.56 -2.91 -1.97 0.3679
H 1.02 -2.59 -1.23 0.3405
H -0.45 -2.26 -0.30 0.2829
H -0.96 -0.52 -1.99 0.3953
H 0.50 -0.78 -2.70 0.3923
H 0.42 -0.19 -1.13 0.1023